Here is a structure of composition C15H17CeCl3N2O2 in a non-equilibrium geometry from the OMol25 dataset. Energies are from ωB97M-V/def2-TZVPD.

## Properties
frontier orbital gap (alpha / beta): 3.87 / 3.85 eV
LUMO level (alpha / beta): -11.5 / -11.5 eV
E_HOMO (alpha / beta): -0.565 / -0.565 hartree
total charge: +2

```
40
Properties=species:S:1:pos:R:3:forces:R:3:lowdin_charge:R:1
C -2.34130 -1.25143 2.12969 -2.562 -1.676 1.090 -0.045
C -2.55990 1.44705 -1.76163 -2.284 0.345 -1.078 0.006
H -2.05823 -2.31412 2.17914 0.342 0.567 -0.283 0.062
H -3.50387 -1.25913 2.02513 1.561 0.352 -0.231 0.104
H -2.06289 -0.75117 3.06891 0.299 0.360 -0.612 0.047
H -2.33198 1.06242 -2.78076 0.567 0.015 0.965 0.087
H -3.62230 1.15992 -1.54120 0.566 -0.053 0.195 0.062
H -2.51518 2.56316 -1.66545 0.673 -1.204 0.215 0.076
C -0.53753 -2.92568 -0.10765 0.705 -0.244 -0.297 -0.096
C 0.38279 -3.97462 -0.22956 -0.319 0.598 0.033 0.014
C 1.57910 -3.72732 -0.90400 -0.226 0.018 0.113 0.013
C 1.84092 -2.45111 -1.38221 -0.580 0.801 0.025 0.042
H -1.48653 -3.03682 0.42518 0.374 -0.302 -0.417 0.102
H 0.15544 -4.93623 0.21153 0.050 0.012 -0.115 0.128
H 2.31461 -4.51565 -1.04208 -0.157 0.109 0.070 0.136
H 2.76555 -2.20119 -1.88916 -0.068 -0.351 0.167 0.118
N -0.29599 -1.70529 -0.60514 -0.206 0.573 0.207 0.007
C 0.89728 -1.42535 -1.19716 -0.342 -0.867 0.247 -0.168
C 1.15879 -0.01466 -1.57140 0.483 0.959 -0.317 -0.165
N 0.22580 0.91129 -1.23966 -0.235 -0.632 0.497 0.035
C 0.46932 2.20942 -1.46572 0.510 -0.238 -0.460 -0.100
C 2.58970 1.72096 -2.49860 -0.422 -0.016 0.289 0.009
C 1.62097 2.65919 -2.12232 -0.312 -0.382 0.280 0.005
H -0.30401 2.89543 -1.11904 0.374 -0.014 -0.199 0.103
H 1.73543 3.71830 -2.31034 0.106 -0.055 -0.006 0.125
C 2.36127 0.38139 -2.19382 -0.597 -0.390 0.311 0.039
H 3.09524 -0.38901 -2.41439 -0.045 0.425 -0.116 0.117
H 3.51252 2.02271 -2.99428 -0.290 -0.042 0.133 0.135
Ce -1.92512 0.12532 0.28148 2.717 1.378 -0.597 1.243
C -2.13348 2.35994 1.10699 0.186 1.362 0.711 -0.057
H -1.96109 3.08978 0.30545 -0.029 -0.463 -0.005 0.040
H -1.35060 2.48282 1.87733 -0.264 -0.434 -0.352 0.026
H -3.12045 2.54864 1.56238 0.025 -0.540 -0.253 0.076
Cl 2.57514 0.29866 4.27193 -0.570 0.324 -0.324 0.684
C 1.22594 0.88756 3.29678 0.282 -1.296 -0.631 -1.482
Cl -0.23406 1.11655 4.30651 0.347 0.076 -0.221 0.658
Cl 1.65856 2.33548 2.39520 0.040 0.499 0.188 0.680
C 0.88060 -0.16182 2.13860 0.895 -1.203 1.290 -0.644
O 1.49552 -1.20013 1.97805 -1.329 2.016 -0.148 0.115
O -0.19599 0.24468 1.47526 -0.266 -0.387 -0.362 -0.337
```
Forces are in eV/Å.